{"formula": "C72H168N2O35", "method": "ωB97M-V/def2-TZVPD", "symbols": ["C", "O", "C", "C", "O", "C", "C", "O", "C", "H", "H", "H", "H", "H", "H", "H", "H", "H", "H", "H", "H", "H", "H", "C", "O", "C", "C", "O", "C", "C", "O", "C", "H", "H", "H", "H", "H", "H", "H", "H", "H", "H", "H", "H", "H", "H", "C", "O", "C", "C", "O", "C", "C", "O", "C", "H", "H", "H", "H", "H", "H", "H", "H", "H", "H", "H", "H", "H", "H", "C", "O", "C", "C", "O", "C", "C", "O", "C", "H", "H", "H", "H", "H", "H", "H", "H", "H", "H", "H", "H", "H", "H", "C", "O", "C", "C", "O", "C", "C", "O", "C", "H", "H", "H", "H", "H", "H", "H", "H", "H", "H", "H", "H", "H", "H", "C", "O", "C", "C", "O", "C", "C", "O", "C", "H", "H", "H", "H", "H", "H", "H", "H", "H", "H", "H", "H", "H", "H", "C", "O", "C", "C", "O", "C", "C", "O", "C", "H", "H", "H", "H", "H", "H", "H", "H", "H", "H", "H", "H", "H", "H", "C", "O", "C", "C", "O", "C", "C", "O", "C", "H", "H", "H", "H", "H", "H", "H", "H", "H", "H", "H", "H", "H", "H", "C", "O", "C", "C", "O", "C", "C", "O", "C", "H", "H", "H", "H", "H", "H", "H", "H", "H", "H", "H", "H", "H", "H", "C", "O", "C", "C", "O", "C", "C", "O", "C", "H", "H", "H", "H", "H", "H", "H", "H", "H", "H", "H", "H", "H", "H", "C", "O", "C", "C", "O", "C", "C", "O", "C", "H", "H", "H", "H", "H", "H", "H", "H", "H", "H", "H", "H", "H", "H", "C", "O", "N", "C", "C", "H", "H", "H", "H", "H", "H", "H", "C", "O", "N", "C", "C", "H", "H", "H", "H", "H", "H", "H"], "xyz": [[7.233115, 19.988416, -22.434042], [7.126638, 18.573464, -22.246590], [7.259055, 17.806847, -23.412765], [7.462679, 16.262436, -23.148961], [6.479065, 15.457848, -22.563596], [6.089893, 15.862159, -21.209356], [5.218262, 14.714636, -20.667679], [4.041281, 14.592448, -21.446630], [2.951512, 15.402520, -21.003301], [8.234450, 20.258048, -22.769812], [7.008090, 20.417621, -21.457700], [6.425312, 20.410403, -23.031947], [8.131746, 18.128837, -23.980942], [6.441801, 17.980047, -24.112903], [8.306210, 16.188284, -22.462620], [7.847456, 15.875518, -24.092536], [5.565947, 16.814084, -21.123232], [6.974886, 15.789589, -20.577203], [5.115684, 14.822602, -19.587897], [5.718949, 13.760802, -20.833811], [2.664128, 14.852313, -20.107320], [2.084135, 15.398206, -21.663421], [3.292859, 16.415467, -20.789921], [15.608460, 15.436169, -20.232490], [14.806150, 14.485447, -20.851198], [13.720475, 14.909495, -21.629677], [12.847600, 13.727589, -22.044079], [11.812738, 14.305366, -22.880733], [10.568136, 13.595052, -23.018918], [9.573408, 13.509987, -21.840281], [10.132079, 12.635765, -20.838651], [9.222752, 12.287336, -19.866090], [14.955588, 15.855451, -19.466936], [16.093841, 16.174466, -20.870780], [16.408601, 14.999161, -19.635091], [14.145110, 15.425164, -22.491003], [13.074765, 15.668369, -21.187785], [12.433710, 13.286952, -21.137082], [13.468867, 12.967473, -22.517729], [10.698604, 12.580934, -23.396588], [9.978482, 14.114240, -23.774466], [8.561503, 13.208088, -22.110473], [9.567183, 14.497709, -21.379323], [9.448904, 11.315390, -19.427620], [8.185289, 12.115808, -20.153064], [9.253071, 13.018276, -19.058059], [9.045684, 12.341316, -13.486198], [8.235581, 13.494891, -13.400982], [8.396550, 14.513302, -14.363961], [9.693634, 15.323375, -14.094178], [9.747231, 15.958207, -12.791948], [8.808789, 17.017170, -12.611670], [9.035091, 17.805640, -11.361593], [10.082022, 18.736424, -11.508424], [10.248464, 19.648251, -10.403062], [9.191039, 12.022900, -14.518470], [8.491077, 11.596822, -12.915023], [9.883641, 12.652381, -12.862364], [7.526255, 15.159393, -14.248912], [8.221002, 14.117701, -15.364350], [9.747465, 16.148350, -14.804551], [10.519437, 14.618381, -14.189712], [7.764778, 16.711666, -12.681104], [8.936792, 17.713711, -13.440257], [9.318405, 17.088166, -10.591484], [8.139277, 18.351858, -11.066165], [10.316802, 19.079417, -9.475781], [9.463780, 20.404303, -10.375390], [11.182706, 20.174433, -10.599101], [13.773611, 19.740140, -19.400759], [14.114552, 18.495266, -18.909727], [14.177657, 18.391245, -17.481652], [15.020991, 17.225476, -17.029910], [16.344384, 17.464519, -17.595429], [17.131159, 18.609484, -17.140629], [17.421145, 18.737737, -15.603242], [18.240649, 17.640157, -15.174289], [17.456948, 16.629057, -14.525332], [14.482847, 20.465886, -19.002818], [12.801259, 20.118891, -19.085824], [13.853673, 19.640449, -20.483232], [13.141385, 18.383225, -17.143738], [14.644886, 19.281712, -17.061095], [14.611226, 16.247929, -17.284068], [15.042993, 17.354238, -15.947768], [16.781209, 19.573408, -17.510076], [18.075103, 18.551810, -17.682615], [16.515077, 18.907092, -15.021483], [17.998574, 19.655337, -15.490633], [16.642694, 16.976459, -13.889400], [18.007515, 15.961648, -13.862357], [16.939088, 16.101803, -15.326532], [11.374707, 8.442211, -3.762372], [11.595562, 8.457421, -5.188411], [12.611492, 9.443163, -5.560908], [12.950161, 9.335808, -7.067315], [11.829367, 9.520592, -7.846672], [11.977726, 8.920509, -9.203293], [10.931927, 9.334174, -10.302967], [11.039562, 10.675270, -10.692492], [12.279983, 10.987246, -11.355202], [12.312152, 8.106995, -3.318589], [10.693741, 7.667231, -3.410516], [11.018159, 9.383197, -3.343421], [13.503792, 9.267056, -4.960184], [12.236200, 10.458327, -5.431682], [13.329894, 8.338878, -7.290998], [13.661237, 10.100275, -7.380472], [11.998564, 7.840456, -9.057874], [12.994825, 9.192457, -9.485531], [9.959813, 9.208500, -9.826204], [11.040727, 8.563941, -11.066511], [12.560882, 10.308299, -12.160317], [13.096719, 11.039257, -10.635250], [12.110501, 11.973007, -11.788391], [17.660749, 7.031178, -21.397534], [17.933353, 8.372759, -20.925919], [17.329214, 8.825956, -19.737717], [17.620985, 10.264892, -19.327241], [17.103542, 11.189705, -20.200789], [15.772455, 11.138856, -20.695277], [14.720240, 11.396391, -19.601464], [14.663701, 10.285262, -18.651460], [13.364323, 9.709906, -18.521925], [16.661371, 6.933785, -21.821633], [17.741196, 6.295011, -20.597733], [18.369745, 6.735772, -22.170942], [17.650494, 8.199888, -18.905309], [16.258811, 8.625539, -19.784292], [18.683262, 10.469094, -19.193164], [17.102101, 10.323846, -18.370484], [15.480647, 10.216115, -21.196773], [15.779450, 11.939731, -21.434633], [13.737526, 11.665654, -19.988592], [14.871233, 12.312052, -19.029735], [12.782669, 9.543299, -19.428587], [12.766514, 10.281822, -17.812246], [13.479861, 8.760033, -17.999916], [11.078007, 10.245553, -15.528021], [10.967063, 11.376864, -16.391366], [12.032434, 12.345943, -16.237020], [12.184628, 13.414511, -17.352276], [11.245812, 14.462738, -17.106852], [11.208841, 15.600011, -17.972499], [9.834319, 16.411341, -17.737195], [8.803133, 15.572253, -17.281376], [7.490633, 16.120975, -17.502020], [12.033530, 9.735519, -15.650260], [10.254515, 9.614998, -15.863222], [11.007483, 10.610255, -14.503272], [12.967004, 11.794955, -16.131725], [12.091671, 12.753272, -15.227721], [12.014647, 12.866155, -18.278839], [13.144826, 13.925747, -17.421143], [11.164141, 15.128185, -18.954078], [12.057725, 16.276936, -17.876264], [9.545709, 16.998876, -18.608752], [9.901554, 17.250317, -17.044590], [6.701668, 15.479653, -17.109155], [7.285302, 16.340098, -18.549833], [7.492316, 17.074012, -16.973035], [10.742922, 25.340999, -14.971302], [11.899517, 25.002630, -14.318448], [11.601295, 24.291975, -13.133276], [12.966450, 23.983191, -12.405219], [13.579046, 22.834691, -13.075611], [13.264647, 21.516819, -12.617081], [13.753296, 20.418745, -13.538978], [12.860635, 20.214785, -14.596760], [11.752436, 19.291929, -14.311599], [10.494781, 26.385057, -14.780351], [9.835737, 24.737022, -14.952852], [11.028592, 25.313560, -16.022840], [11.108991, 23.342782, -13.344890], [10.934268, 24.916448, -12.538965], [12.910115, 23.857747, -11.323929], [13.588005, 24.876814, -12.461799], [12.202457, 21.354518, -12.434021], [13.775270, 21.420726, -11.658897], [13.875185, 19.465497, -13.024620], [14.755000, 20.595409, -13.930744], [12.018317, 18.285679, -13.987761], [11.035966, 19.221613, -15.130020], [11.111576, 19.647996, -13.504993], [2.620900, 5.608404, -11.911900], [3.936374, 5.834588, -12.444760], [4.905472, 5.331107, -11.486964], [6.337174, 5.884741, -11.998691], [7.332549, 4.837941, -11.683096], [8.766725, 5.267011, -11.626003], [9.484373, 5.587156, -12.973495], [8.962627, 6.739809, -13.581047], [9.121669, 7.993619, -12.969057], [1.991311, 6.135556, -12.628722], [2.458430, 6.157592, -10.984494], [2.447215, 4.538658, -11.795384], [4.914694, 4.250883, -11.341588], [4.621514, 5.852637, -10.572927], [6.576556, 6.774692, -11.416639], [6.302510, 6.097605, -13.067141], [9.289576, 4.399040, -11.224329], [8.820896, 6.128311, -10.960174], [9.390879, 4.694235, -13.591598], [10.535690, 5.701188, -12.709256], [8.772188, 8.061865, -11.938858], [8.580561, 8.707085, -13.590555], [10.133411, 8.397902, -12.936707], [15.255051, 11.966135, -13.740024], [15.470047, 12.689071, -14.950071], [16.777039, 12.472742, -15.445276], [16.993368, 13.310798, -16.694867], [18.424817, 13.565904, -16.871290], [18.729890, 14.577442, -17.825025], [20.237714, 14.802590, -17.921869], [21.070407, 13.652852, -18.273531], [21.080638, 13.204271, -19.581341], [16.066761, 12.040023, -13.016307], [15.042417, 10.911912, -13.917518], [14.403904, 12.412506, -13.225831], [16.884200, 11.407573, -15.650302], [17.613680, 12.643585, -14.767836], [16.457157, 14.246188, -16.534814], [16.530144, 12.812847, -17.546682], [18.154804, 15.484737, -17.640079], [18.306066, 14.205123, -18.757683], [20.613471, 14.994806, -16.916902], [20.405137, 15.644838, -18.593214], [21.624771, 12.263497, -19.497849], [21.538570, 13.952740, -20.228027], [20.094548, 12.877603, -19.911512], [15.574751, 8.444408, -11.579310], [14.276188, 8.152072, -12.135946], [14.350684, 7.843856, -13.488278], [13.023751, 7.129164, -14.046586], [13.073746, 6.809937, -15.423272], [12.044850, 5.881998, -15.779193], [11.955816, 5.733479, -17.292761], [13.113969, 5.065663, -17.882673], [13.277254, 5.411624, -19.259763], [15.417603, 8.556489, -10.506537], [16.018979, 9.349007, -11.994590], [16.356143, 7.689468, -11.666464], [15.107676, 7.076434, -13.649881], [14.712500, 8.693081, -14.067940], [12.279765, 7.898017, -13.838173], [12.848569, 6.188724, -13.524116], [11.095050, 6.151572, -15.317337], [12.316979, 4.930908, -15.321521], [11.641055, 6.694107, -17.700468], [11.142587, 5.037259, -17.497750], [12.369890, 5.054592, -19.746897], [14.094525, 4.833020, -19.690332], [13.402513, 6.447267, -19.575752], [6.083016, 19.084090, -15.771082], [7.206140, 18.819479, -15.274428], [4.999491, 18.275438, -15.721492], [3.684275, 18.858853, -15.990092], [5.080912, 16.893900, -15.275539], [5.878067, 20.070359, -16.215459], [3.128491, 19.001565, -15.063362], [3.144504, 18.283936, -16.742571], [3.700544, 19.831414, -16.481982], [6.105999, 16.526548, -15.323935], [4.866335, 16.764186, -14.214773], [4.583342, 16.225925, -15.978626], [4.231396, 21.114610, -19.229556], [4.639786, 21.315033, -18.070612], [4.317679, 19.938007, -19.856579], [3.844220, 19.681529, -21.200874], [4.911296, 18.756099, -19.245870], [3.806555, 21.899697, -19.874019], [3.393334, 20.566466, -21.649986], [2.998767, 18.993698, -21.215188], [4.571628, 19.245198, -21.885408], [5.929825, 18.537803, -19.566887], [5.059283, 18.876068, -18.172649], [4.318687, 17.860179, -19.430914]], "forces_ev_per_a": [[-0.5241, -0.6148, 0.8184], [-0.1601, 0.1532, 0.2166], [-0.1980, -1.0543, -0.3225], [1.0135, 1.6902, 0.9850], [-1.2375, 0.8750, 0.2705], [0.1636, -2.1703, -0.4309], [0.1418, 0.3254, -1.5592], [-0.3122, 0.1175, -0.4223], [0.7089, -1.1017, 0.9684], [-0.0475, 0.1572, -0.1718], [0.5002, 0.0035, 0.1960], [0.1300, -0.2269, -0.7359], [0.5258, -0.0435, 0.0209], [-0.5465, -0.0514, 0.0874], [0.5848, 0.3548, 0.0795], [-0.6367, -0.4768, -0.1303], [0.3259, 0.0660, -0.4149], [0.3941, 0.7271, 0.0087], [-0.6566, 0.1823, 0.1894], [0.3475, 0.0649, 0.0184], [-0.6310, 0.7924, 0.5929], [0.4742, -0.0410, -0.4606], [-0.3256, 0.1159, 0.0519], [-0.5889, 0.5165, 1.3784], [0.1185, -1.9473, -0.3054], [0.3190, 0.7332, -0.7245], [-0.3202, 0.7764, 0.4007], [-0.3611, -0.8571, 0.5988], [-0.7623, -0.2698, -0.0088], [2.3712, 0.4406, 1.0370], [-0.0842, -0.3008, -1.6931], [-0.5708, -0.5348, 1.7816], [0.2520, 1.1013, -0.1028], [-0.4226, 0.1926, -0.3099], [-0.0153, -0.7022, -0.3965], [-0.1631, -0.0728, -0.5854], [-0.0183, 0.0097, 0.7393], [-0.2415, -0.0398, -0.0293], [-0.2028, -0.0836, -0.5462], [0.4341, -0.1793, -0.0075], [0.4084, 0.2993, -0.2742], [0.0765, -0.0734, -0.3528], [-0.5025, 0.3807, -0.0220], [0.6881, -0.0261, 0.0386], [-0.1926, 0.5523, -0.7332], [-0.2864, 0.1405, 0.2576], [-0.6935, 1.1447, 0.9381], [-1.4160, 0.2003, -0.0572], [-0.0704, 0.3321, 0.8250], [-1.1406, 0.3763, -0.0275], [-0.3067, -0.7483, 0.2238], [0.3280, 0.3956, -1.4631], [0.3996, -0.3036, 0.7245], [0.5754, 0.8846, 0.1256], [0.1239, -0.8939, -1.1628], [0.5091, 0.0215, 0.0306], [0.1385, -0.3185, -0.1642], [1.0171, -0.9151, -0.5716], [-0.0194, 0.2004, 0.3573], [1.0125, -0.0258, -0.3194], [0.2706, -0.2544, -0.5199], [0.2943, 0.4514, 0.1830], [-0.0514, -0.4315, 0.2645], [-0.0954, 0.2336, -0.3408], [-0.1688, -0.0761, 0.4981], [-0.3528, -0.1781, -0.0372], [-0.0502, 0.1711, 0.2247], [-0.3367, -0.1352, 0.1329], [0.0641, -0.1157, 0.1432], [0.3654, 0.5631, 0.1121], [0.3860, -1.6275, 0.8902], [-0.8766, 0.4641, -1.1187], [0.6969, 2.1377, -0.2641], [0.3674, -0.3249, 0.7595], [-0.3930, -0.3975, 0.5565], [0.5351, -0.5230, -1.7956], [-0.9506, 0.3518, 1.3369], [-0.5937, -0.1262, -0.7247], [0.3067, 0.4248, -0.2958], [-0.4484, -0.2973, -0.1077], [-0.1673, 0.4101, 0.0472], [-0.0668, -0.2317, 0.5770], [-0.0636, 0.3315, -0.0159], [0.5518, 0.0034, -0.2815], [0.0882, -0.4782, 0.2655], [-0.8610, 0.0762, 0.0886], [0.1421, -0.6671, 0.2370], [-0.1176, -0.4827, 0.1802], [0.2214, 0.0158, -0.0297], [0.0388, 0.8273, 0.1099], [0.6299, 0.1079, -0.5645], [0.1388, -0.6461, 0.1342], [0.8993, -0.5112, -0.4995], [0.2071, 0.8252, 0.3437], [-0.9890, -0.6878, -0.8025], [-0.0600, -0.8043, 0.5476], [-2.1497, -0.1043, -2.1729], [0.3534, 0.8099, 1.2023], [0.9412, -0.2321, 2.7846], [0.6142, -0.4956, -0.9451], [-0.7739, 0.5297, 0.3321], [0.3087, 0.5286, 0.4395], [-0.4367, -0.0552, -0.9050], [0.2246, 0.2464, -0.1945], [0.1751, 0.1465, 0.0131], [-0.1422, 0.0722, 0.4747], [0.5308, -0.2190, 0.2462], [0.6750, 0.0287, 0.4808], [-0.3029, -0.2283, -0.1362], [0.0706, 0.0173, -0.5398], [-0.2083, 0.1279, -0.2135], [0.1488, 0.3145, -0.5003], [-0.2203, -0.3694, 0.0312], [0.1017, 0.0302, 0.0036], [0.1580, 0.0232, 0.0554], [-0.1790, 0.8370, 0.8839], [0.7604, -0.3638, -1.2876], [-0.0846, -1.3462, 0.3632], [-0.9141, -1.6673, 0.0120], [0.0073, 1.3722, -1.3305], [-0.3507, 0.4858, 1.0485], [-0.0314, 0.0596, 0.7607], [-0.6355, 0.3993, -1.3484], [0.2308, -0.1000, 1.2203], [-0.2426, 0.2287, -0.0006], [0.0618, 0.0030, 0.2962], [0.1569, 0.5101, 0.0823], [0.3267, -0.2142, 0.3295], [-0.3208, 0.4217, -0.0433], [-0.0286, -0.0227, -0.1427], [0.1693, 0.1624, 0.4668], [0.4296, -0.3489, -0.0445], [-0.3740, 0.0399, 0.0988], [-0.2482, -0.7692, -0.5827], [0.9080, 0.0498, 0.1182], [0.3388, 0.2176, -0.3576], [-0.2534, 0.4141, -0.2723], [0.2662, -0.2734, -0.2247], [0.0253, 1.2091, -0.6956], [0.6593, 1.1582, -0.5359], [1.0894, -0.5431, 0.5357], [-1.2445, 0.1640, 0.6691], [-0.4407, 0.2469, 0.8744], [-2.0909, -0.9136, -0.0189], [0.8026, -0.0512, 0.3754], [-0.6797, -0.8342, -0.8713], [1.0859, 0.7438, 0.3151], [0.1986, -0.1727, -0.1240], [0.0604, -0.2069, 0.5524], [-0.2725, -0.4103, 0.3351], [0.5037, -0.3907, -0.9084], [-1.0626, 0.7429, 0.2059], [-0.2651, 0.2457, -0.5269], [0.6294, -0.7177, 0.3739], [0.1335, 0.6239, -0.6096], [0.1819, -0.0341, 0.0602], [0.0714, -0.6073, -0.8724], [0.7326, -0.0783, 0.7720], [0.4298, -0.2667, 0.0188], [0.1636, -0.2035, -0.2313], [-0.4630, 0.1750, 0.0914], [-0.2775, 1.3942, -2.5921], [0.4200, -1.3948, 1.3404], [1.6538, 0.0219, 1.0437], [-1.0189, -0.9162, -1.0690], [-0.0396, 0.9087, -0.0975], [0.5737, 0.6654, 1.0086], [-0.3010, -0.2254, -0.0623], [-1.2874, -1.2426, -1.0038], [-0.0972, 0.9943, 0.5681], [-0.3809, 0.1368, 0.3228], [0.2328, -0.5241, 0.8707], [-0.2057, 0.1685, -0.3260], [-0.1225, -0.0987, -0.1378], [-0.0728, -0.0149, 0.4532], [-0.5711, -0.6179, 0.1271], [0.3962, -0.2753, -0.7742], [-0.2588, 0.2116, -0.1373], [0.0168, -0.2989, 0.3916], [-0.1837, -0.0178, 0.7193], [-0.0578, 0.5695, -0.2744], [0.7123, -0.0753, -0.2390], [0.6506, 0.1950, -0.5368], [0.2370, 0.3485, 0.2900], [0.7316, 1.0792, -1.0557], [0.1656, -1.1993, 1.1739], [1.1782, 2.3060, -1.4906], [-0.3808, -1.9940, 1.3728], [0.9711, 1.2609, -0.6275], [-1.5396, -0.3615, -0.8397], [-1.0426, 0.0734, 2.0282], [-0.0400, -0.3154, -0.9790], [0.0342, 0.5457, -0.0122], [-0.4334, -0.6806, -0.1013], [0.2619, -0.2143, 0.4353], [-0.3788, 0.0554, -0.0569], [-0.0874, -0.0790, -0.2972], [0.4169, -0.3506, 0.4985], [0.0681, 0.1812, -0.1701], [-0.0377, -0.0400, 0.0828], [-0.1340, 0.0990, 0.3429], [0.1438, -0.0654, 0.2055], [-0.2033, 0.4193, -0.5425], [0.3691, 0.1324, -0.0346], [-0.3619, -0.2176, 0.0207], [-0.2685, -0.1230, 0.1367], [0.5178, -0.4883, -0.2436], [-0.4812, 0.4774, -0.0180], [0.4974, 0.0866, 0.9605], [0.5074, -0.7788, -0.6494], [0.9143, 0.4027, 0.1039], [-1.1307, -0.3075, 0.7991], [-0.5207, -1.3430, -0.6245], [0.2352, -1.2446, 0.4034], [-1.0496, 1.3679, 1.4818], [-0.3814, -0.7082, 0.1688], [0.4690, 0.0814, -0.2343], [0.0382, -0.1531, -0.1898], [-0.2196, -0.0180, -0.2527], [-0.0552, -0.3217, -0.4193], [-0.2717, 0.6796, 0.6308], [0.0283, 0.3175, -0.0605], [0.3201, 0.0032, -0.3635], [0.3379, 0.4688, 0.4007], [0.2850, 0.0364, -0.6384], [-0.1056, 0.4956, -0.0703], [0.2187, 0.0954, -0.0857], [0.5163, 0.1784, -0.5682], [0.0245, -0.2179, -0.4465], [-0.3161, 0.4161, -0.3691], [-0.6451, 0.1657, 0.4372], [0.5843, -0.0197, 0.7781], [0.1267, -2.2118, -1.7496], [1.0888, 1.4884, 0.5344], [0.1186, 0.6771, -0.0122], [1.2134, -0.3132, 0.0060], [-0.0259, -1.1375, 0.2962], [0.0170, 2.1452, 0.3813], [-0.8420, -1.1833, -0.2303], [-0.0848, 0.2742, -0.0717], [-0.2699, 0.2873, -0.1063], [-0.3991, -0.6444, -0.5026], [0.4683, -0.1425, 0.0678], [-0.5703, 0.2892, -0.3483], [-0.8576, -0.3592, -0.0193], [-0.0212, 0.2154, 0.6395], [-0.3263, 0.3589, -0.3781], [0.0483, -0.4135, -0.0627], [0.6935, 0.1534, -0.4975], [-0.4734, 0.0752, 0.1125], [-0.1653, 0.0429, -0.4951], [0.1250, -0.0143, 0.3803], [0.1183, 0.3701, 0.8298], [1.7637, -0.2090, 1.7064], [-1.8948, 0.1034, -1.1956], [0.0599, 0.4891, -0.4604], [-0.1702, -0.0062, -0.4013], [1.1401, -0.0661, -0.0258], [-0.0510, -0.1919, -0.0842], [-0.2011, -0.3650, -0.0134], [-0.2331, -0.5605, 0.4080], [0.8125, 0.1808, 0.2560], [0.2058, 0.6132, -0.0845], [-0.8322, -0.0331, -0.0827], [-0.7511, 0.1381, 0.3840], [0.8373, 0.1135, 1.4273], [-0.6560, -0.0233, -1.4968], [0.4550, -1.3192, -0.6319], [-1.0810, 0.4394, -0.4212], [0.5573, 0.1067, 0.9923], [-0.0764, -0.0185, 0.2029], [0.4344, 0.3048, 0.0178], [-0.0702, -0.3829, 0.4216], [0.4315, 0.2234, 0.2567], [0.1122, 0.2753, -0.7138], [-0.5454, 0.1905, -0.1282], [-0.2953, 0.1490, 0.0107]], "e_lumo_ev": [1.53, 1.53], "total_charge": -1, "total_energy_ev": -152005.110, "e_homo_ev": [0.51, -7.21], "multiplicity": 2, "max_force_ev_per_a": 3.06, "homo_lumo_gap_ev": [1.0, 8.7]}